This record from the Open Molecules 2025 dataset describes a 7-piece molecular cluster, C16H50N4O7 overall at a distorted geometry. The level of theory is wB97M-V/def2-TZVPD.

Each line ends with the Löwdin spin population.
Element x y z (Å)
O (-2.03, 2.84, 3.17)  0.27
O (-0.94, 1.23, 1.26)  0.09
O (-2.95, 1.09, 4.72)  0.08
O (-1.59, -2.67, -4.07)  0.00
O (-1.09, -3.09, 3.83)  0.00
O (-3.11, 4.00, -3.24)  0.00
O (3.92, -2.07, -0.82)  0.00
N (2.21, -0.21, 0.53)  0.00
N (2.51, -2.90, 2.93)  0.00
N (-1.34, 2.37, -1.57)  0.00
N (1.07, -0.47, -2.53)  0.00
C (1.14, -1.02, 3.93)  0.02
C (4.17, 0.87, 1.60)  0.01
C (1.30, -2.57, 3.69)  0.00
C (-3.43, 4.90, -4.31)  0.00
C (3.67, -0.01, 0.45)  0.00
C (4.48, -1.31, 0.19)  0.00
C (-1.80, 3.68, -1.27)  0.02
C (-0.85, -1.46, -1.25)  0.00
C (-2.52, -2.59, -5.21)  0.00
C (0.06, -3.05, 2.96)  0.00
C (-2.28, -3.48, 3.26)  0.01
C (-2.06, 4.57, -2.49)  0.00
C (-0.75, 4.32, -0.36)  0.05
C (3.70, -3.45, -0.48)  0.00
C (-0.03, -1.48, -2.57)  0.00
C (-0.99, -1.39, -3.81)  0.00
H (4.03, 0.40, 2.57)  0.00
H (2.63, -2.14, 2.27)  0.00
H (-1.17, 3.12, 3.49)  0.12
H (-1.38, -0.53, -1.06)  0.00
H (1.75, 0.68, 0.65)  0.01
H (-2.23, 5.60, -2.15)  0.00
H (-2.38, -4.45, 3.74)  0.00
H (3.63, 1.81, 1.53)  0.01
H (-1.96, -2.49, -6.13)  0.00
H (-1.37, 1.87, 1.82)  0.02
H (1.93, -0.64, -0.35)  0.00
H (-0.46, -1.15, -4.73)  0.00
H (3.74, -4.17, -1.30)  0.00
H (1.40, -3.08, 4.64)  0.00
H (-1.09, 5.27, 0.05)  0.02
H (3.74, 0.66, -0.41)  0.00
H (0.22, 4.47, -0.82)  0.00
H (-1.29, 1.79, -0.74)  0.00
H (-3.13, -2.94, 3.67)  0.00
H (4.33, -3.84, 0.32)  0.00
H (0.62, -2.36, -2.60)  0.00
H (-0.76, 0.48, 1.83)  0.01
H (-4.36, 4.61, -4.80)  0.00
H (0.21, -4.08, 2.64)  0.00
H (-2.75, 5.03, -5.15)  0.00
H (0.75, 0.48, -2.51)  0.00
H (-3.71, 5.90, -3.97)  0.00
H (-2.65, 3.41, -0.65)  0.02
H (0.30, -1.00, 4.62)  0.01
H (-3.21, -1.75, -5.12)  0.00
H (-1.76, -0.62, -3.73)  0.00
H (5.42, -0.92, -0.19)  0.00
H (0.90, -0.44, 3.04)  0.01
H (-2.00, 1.92, -2.18)  0.00
H (1.95, -0.51, 4.46)  0.00
H (1.54, -0.61, -3.41)  0.00
H (4.53, -1.87, 1.12)  0.00
H (-2.60, 3.59, 3.33)  0.12
H (3.32, -2.87, 3.53)  0.00
H (-3.09, 0.32, 4.17)  0.01
H (-0.65, 3.68, 0.53)  0.02
H (-1.58, -2.27, -1.34)  0.00
H (-2.32, -3.39, 2.18)  0.00
H (-3.08, -3.52, -5.28)  0.00
H (-2.84, 1.81, 4.10)  0.02
H (-0.17, -1.65, -0.41)  0.00
H (5.22, 1.10, 1.41)  0.00
H (-0.15, -2.45, 2.08)  0.00
H (2.69, -3.57, -0.09)  0.00
H (-1.21, 4.61, -3.17)  0.00

Computed properties:
total charge	-1
⟨S²⟩	0.75
multiplicity	2
HOMO-LUMO gap (spin up / spin down)	2.3 / 8.8	eV
ΔE to the lowest compared entry with this formula, charge and spin	0.000	eV


This record from the Open Molecules 2025 dataset describes a 9-piece molecular cluster, C16H52BO16 overall at a distorted geometry. The level of theory is wB97M-V/def2-TZVPD.

Each line ends with the Löwdin charge.
Element x y z (Å)
O (2.78, 6.89, -0.38)  -0.07
O (3.02, -1.21, -4.97)  -0.09
O (1.38, 1.31, -5.65)  -0.06
O (-1.91, 3.28, -3.66)  -0.11
O (-4.52, -4.64, -0.88)  -0.07
O (-4.05, -2.30, -2.91)  -0.07
O (-0.13, -5.33, -0.91)  -0.05
O (1.38, 1.28, 4.18)  -0.07
O (1.84, 3.54, 2.19)  -0.03
O (0.96, -3.54, 2.33)  -0.06
O (2.30, -4.99, 4.61)  -0.08
O (2.78, -5.41, -1.23)  -0.08
O (-4.14, 0.77, 3.78)  -0.09
O (-2.41, 3.28, -1.03)  -0.06
O (3.82, 4.38, -1.48)  -0.07
O (-4.40, -0.74, 6.51)  -0.09
C (-4.35, 0.68, 6.16)  -0.20
C (2.21, -0.28, -4.18)  -0.21
C (-5.18, -2.82, -2.34)  -0.26
C (1.91, -5.55, -2.39)  -0.22
C (2.27, 1.16, -4.62)  -0.28
C (3.93, 6.77, -1.25)  -0.25
C (2.87, -4.75, 3.36)  -0.25
C (-3.37, 0.88, 4.99)  -0.23
C (-2.87, 2.32, -3.28)  -0.22
C (-3.43, 2.89, -1.92)  -0.23
C (0.57, -4.89, -2.07)  -0.25
C (2.63, 1.97, 3.98)  -0.22
C (-4.92, -3.30, -0.82)  -0.22
C (3.58, 5.66, -2.18)  -0.22
C (2.25, 3.36, 3.47)  -0.33
C (2.35, -3.48, 2.62)  -0.23
B (-0.09, 0.67, 0.64)  -0.43
H (2.68, 5.84, -2.76)  0.12
H (4.31, 5.76, -2.99)  0.11
H (-2.92, 1.87, 4.98)  0.12
H (3.92, -4.72, 3.63)  0.12
H (2.43, -1.31, -5.72)  0.06
H (1.24, 2.25, -5.82)  0.09
H (-2.69, 0.03, 4.95)  0.12
H (1.74, -6.59, -2.68)  0.11
H (-0.82, 0.02, 0.19)  -0.10
H (3.01, -3.19, 1.82)  0.12
H (-4.12, -2.67, -0.43)  0.12
H (-1.36, 3.28, -2.88)  0.06
H (-4.05, 2.13, -1.46)  0.11
H (3.47, 1.67, 3.35)  0.12
H (4.91, 6.66, -0.79)  0.12
H (1.00, 1.05, 3.33)  0.04
H (-3.60, -4.53, -1.13)  0.08
H (3.20, 3.90, 3.51)  0.11
H (0.67, -3.81, -2.05)  0.12
H (-4.82, -1.15, 5.75)  0.07
H (2.61, 6.06, 0.06)  0.07
H (0.46, 1.27, -0.07)  -0.10
H (3.90, 7.72, -1.77)  0.12
H (-4.09, 3.74, -2.14)  0.11
H (-3.99, 1.21, 7.05)  0.11
H (-3.60, 2.40, -4.09)  0.11
H (2.48, -5.17, -3.24)  0.11
H (0.68, 0.14, 1.19)  -0.11
H (3.27, 1.53, -4.83)  0.12
H (1.41, 2.71, 1.96)  0.06
H (-5.87, -1.98, -2.27)  0.10
H (-5.85, -3.22, -0.26)  0.11
H (2.39, -2.78, 3.45)  0.11
H (1.22, -0.74, -4.23)  0.12
H (-3.42, 0.66, 3.15)  0.08
H (2.55, -0.50, -3.17)  0.12
H (-0.58, 1.33, 1.34)  -0.10
H (1.58, 3.81, 4.20)  0.12
H (-1.95, 2.50, -0.70)  0.07
H (2.54, -5.64, 2.82)  0.11
H (-4.24, -1.88, -3.75)  0.09
H (1.76, -5.77, 4.51)  0.08
H (-5.34, 1.02, 5.85)  0.11
H (1.80, 1.73, -3.81)  0.12
H (3.01, 1.97, 5.01)  0.11
H (3.13, 4.18, -0.84)  0.07
H (3.62, -5.73, -1.56)  0.07
H (0.44, -4.97, -0.22)  0.07
H (-0.08, -5.07, -2.92)  0.11
H (0.71, -2.67, 1.99)  0.08
H (-2.26, 1.42, -3.21)  0.12
H (-5.56, -3.62, -2.97)  0.11

Computed properties:
total charge	-1
multiplicity	1
HOMO-LUMO gap	8.7	eV
ΔE to the lowest compared entry with this formula, charge and spin	5.697	eV


This record from the Open Molecules 2025 dataset describes a 6-piece molecular cluster, C16H52N2O24P6S overall at a distorted geometry. The level of theory is wB97M-V/def2-TZVPD.

Each line ends with the Löwdin charge.
Element x y z (Å)
S (5.32, 4.07, -2.90)  1.00
P (-4.39, 0.55, 5.70)  0.45
P (0.44, -6.74, -8.31)  0.46
P (-2.18, -3.25, -3.16)  0.45
P (3.04, 5.37, -1.73)  0.87
P (-1.62, 2.85, 1.06)  0.46
P (2.45, 3.21, 6.62)  0.46
O (-5.22, 0.17, 4.37)  -0.22
O (-5.14, -0.27, 6.87)  -0.24
O (4.20, 6.06, -0.58)  -0.37
O (0.36, -6.82, -6.82)  -0.25
O (-4.79, 2.09, 5.91)  -0.20
O (-3.18, 3.21, 1.14)  -0.23
O (1.49, 4.50, 6.51)  -0.20
O (1.46, -5.63, -8.87)  -0.23
O (1.95, 2.00, 5.91)  -0.25
O (2.59, 3.05, 8.22)  -0.23
O (-1.70, -4.61, -3.89)  -0.23
O (-2.25, -3.33, -1.67)  -0.26
O (-1.13, 3.11, 2.56)  -0.20
O (3.91, 3.71, 6.16)  -0.24
O (-3.55, -2.82, -3.88)  -0.20
O (-0.94, -6.31, -9.03)  -0.20
O (3.82, 4.87, -3.20)  -0.62
O (-2.91, 0.30, 5.61)  -0.25
O (6.49, 5.26, -2.40)  -0.38
O (0.91, -8.10, -9.04)  -0.23
O (-1.62, 1.25, 0.86)  -0.23
O (5.13, 3.00, -1.76)  -0.49
O (-1.15, -2.14, -3.73)  -0.23
O (-0.85, 3.61, 0.02)  -0.26
N (8.12, 3.67, -1.33)  -0.02
N (2.34, 3.91, -0.89)  -0.19
C (-1.60, -7.13, -9.95)  -0.11
C (2.58, 1.74, 8.76)  -0.12
C (-5.51, 2.55, 7.03)  -0.11
C (1.90, 5.71, 5.92)  -0.11
C (-0.19, -1.61, -2.84)  -0.12
C (-4.22, -3.64, -4.81)  -0.11
C (5.04, 3.20, 6.85)  -0.10
C (-3.76, 3.92, 0.06)  -0.13
C (-0.64, 2.08, 3.40)  -0.10
C (-4.59, -0.66, 3.41)  -0.11
C (2.29, -8.29, -9.26)  -0.10
C (7.15, 4.85, -1.16)  -0.34
C (-0.32, -4.80, -4.11)  -0.10
C (-5.67, -1.54, 6.55)  -0.10
C (-2.65, 0.67, 0.08)  -0.10
C (2.42, -5.10, -7.98)  -0.12
H (-6.35, 3.15, 6.68)  0.09
H (4.92, 2.13, 7.06)  0.09
H (-4.18, -0.03, 2.61)  0.07
H (-2.55, -7.46, -9.52)  0.09
H (2.87, 0.99, 8.02)  0.08
H (-6.63, -1.42, 6.06)  0.09
H (-0.77, 1.08, 2.99)  0.08
H (7.63, 2.89, -0.79)  0.07
H (3.36, -4.95, -8.52)  0.09
H (-2.88, 1.28, -0.80)  0.09
H (-4.44, -3.04, -5.70)  0.09
H (-3.81, 4.98, 0.32)  0.09
H (-3.79, -1.26, 3.85)  0.09
H (-3.20, 3.79, -0.86)  0.08
H (8.93, 3.91, -0.69)  0.08
H (3.29, 1.70, 9.59)  0.09
H (6.41, 4.69, -0.24)  0.12
H (1.29, 4.06, -1.03)  0.01
H (0.01, -2.28, -2.00)  0.08
H (0.27, -4.46, -3.26)  0.09
H (-1.82, -6.53, -10.85)  0.09
H (-0.12, -5.86, -4.27)  0.09
H (1.58, 1.52, 9.13)  0.09
H (0.42, 2.26, 3.59)  0.08
H (-4.77, 3.55, -0.10)  0.09
H (0.75, -1.46, -3.38)  0.09
H (-5.82, -2.10, 7.48)  0.09
H (-3.64, -4.52, -5.12)  0.08
H (-5.16, -3.97, -4.37)  0.09
H (2.49, -9.35, -9.42)  0.09
H (1.34, 5.87, 5.00)  0.09
H (-0.03, -4.25, -5.02)  0.09
H (-4.99, -2.11, 5.91)  0.09
H (2.06, -4.14, -7.61)  0.09
H (2.89, -7.95, -8.41)  0.09
H (2.97, 5.76, 5.70)  0.08
H (-0.55, -0.65, -2.46)  0.09
H (-3.54, 0.56, 0.70)  0.07
H (-1.17, 2.13, 4.35)  0.09
H (1.66, 6.52, 6.62)  0.09
H (5.18, 3.76, 7.78)  0.09
H (-2.33, -0.32, -0.25)  0.09
H (-1.03, -8.00, -10.26)  0.08
H (7.85, 5.76, -0.83)  0.15
H (5.93, 3.33, 6.22)  0.09
H (2.59, -7.74, -10.16)  0.10
H (2.55, 3.04, -1.43)  0.03
H (-5.90, 1.75, 7.66)  0.08
H (-4.85, 3.19, 7.63)  0.09
H (2.62, -5.77, -7.14)  0.08
H (-5.33, -1.34, 2.99)  0.10
H (4.17, 5.56, 0.29)  0.06

Computed properties:
multiplicity	1
HOMO-LUMO gap	9.0	eV
ΔE to the lowest compared entry with this formula, charge and spin	3.824	eV